Below is C24H22Br4KN7O2SSe as an isolated structure in a non-equilibrium geometry, with properties calculated with the ωB97M-V functional and the def2-TZVPD basis.

Computed properties:
Total charge: -2
Energy relative to the best compared isomer or geometry (same formula, charge and spin), kcal per mole: 28.9
E_HOMO, eV: -1.121

Last column: Mulliken charge in e.
Atoms and positions in Å:
K 0.066 0.666 -0.023  0.9240
N 2.166 -2.512 -0.349  -0.6006
C 1.281 -3.381 -1.114  -0.8478
C 0.142 -2.661 -1.838  -0.6386
N -0.690 -1.915 -0.925  0.5620
C -1.656 -2.636 -0.127  -0.8756
C -1.327 -2.608 1.368  -0.8308
N -1.261 -1.247 1.847  -0.2566
H 2.456 -1.740 -0.949  0.3224
H 1.625 -2.061 0.382  0.1422
H 0.867 -4.141 -0.439  0.3479
H 1.876 -3.919 -1.860  0.4207
H -0.431 -3.411 -2.419  0.4318
H 0.572 -1.947 -2.543  0.2319
H -1.045 -1.077 -1.365  -0.1978
H -1.705 -3.688 -0.444  0.3649
H -2.660 -2.217 -0.268  0.3603
H -0.345 -3.069 1.515  0.3973
H -2.065 -3.245 1.889  0.3472
H -0.828 -1.133 2.751  0.1985
H -2.136 -0.741 1.814  0.0760
S -3.799 2.372 3.479  -0.3442
C -2.365 2.895 4.258  -0.3383
C -1.288 2.816 3.420  -0.6196
C -1.518 2.257 2.117  -0.4846
C -2.854 1.948 2.029  0.6078
C -3.560 1.398 0.872  0.0163
C -4.965 1.339 0.793  -0.7907
C -5.565 0.839 -0.345  -0.3597
C -4.773 0.420 -1.408  -1.0911
C -3.397 0.507 -1.254  -0.2911
N -2.811 0.949 -0.147  0.5216
H -2.393 3.257 5.277  0.4090
H -0.305 3.135 3.758  0.3380
H -5.571 1.701 1.613  0.2871
H -6.647 0.794 -0.410  0.3748
H -5.200 0.050 -2.331  0.4160
H -2.719 0.241 -2.062  0.3648
Br 1.127 3.094 -6.893  -0.2501
C 1.430 2.216 -5.232  0.2566
C 2.719 1.969 -4.803  0.0703
Br 4.217 2.499 -5.845  -0.2551
C 2.899 1.312 -3.572  -0.0316
Br 4.649 0.936 -2.910  -0.2393
C 1.848 0.889 -2.747  -0.2910
O 2.027 0.267 -1.642  -0.2120
C 0.477 1.177 -3.182  -0.1807
O -0.508 0.840 -2.444  -0.4752
C 0.346 1.819 -4.431  -0.0368
Br -1.450 2.122 -4.988  -0.2249
Se 2.842 -0.639 5.656  0.1609
N 4.360 -0.050 4.906  -0.8631
C 4.082 0.127 3.636  0.9726
C 5.011 0.577 2.656  -0.6160
C 4.554 0.695 1.395  -0.9043
C 3.185 0.389 1.068  0.1124
N 2.285 -0.017 1.916  0.1343
C 2.717 -0.162 3.204  0.3439
N 1.901 -0.594 4.143  -0.6042
H 6.028 0.796 2.955  0.4077
H 5.183 1.016 0.574  0.4692
H 2.901 0.490 0.016  0.3610

Cartesian forces, eV/Å:
-0.24 0.37 0.93
0.09 -0.08 0.02
0.05 0.05 -0.01
0.03 -0.12 0.04
-0.05 0.08 -0.07
0.04 -0.03 0.03
-0.07 -0.07 -0.01
0.14 0.07 -0.06
-0.04 0.05 -0.03
-0.05 0.00 0.00
0.00 0.00 0.00
-0.01 -0.03 0.01
-0.01 0.03 0.00
-0.01 0.03 0.01
-0.10 -0.11 -0.17
-0.03 0.01 -0.04
0.01 0.04 0.00
0.00 0.01 0.01
0.02 0.01 0.02
-0.02 -0.01 0.02
0.00 0.00 0.03
0.01 -0.20 0.18
-0.02 0.19 -0.20
0.02 -0.13 0.28
-0.13 -0.14 -0.11
0.28 0.22 -0.03
-0.17 -0.04 -0.09
0.02 -0.01 -0.01
0.04 0.01 0.00
-0.01 0.00 0.01
-0.07 0.04 -0.02
0.08 0.02 -0.04
-0.04 0.02 -0.01
-0.01 0.00 0.02
0.02 0.00 0.01
0.00 0.00 -0.01
-0.01 0.00 0.00
-0.01 0.01 0.01
-0.03 -0.01 0.01
0.25 0.02 -0.05
-0.20 0.06 -0.09
0.01 -0.01 0.02
-0.03 -0.03 0.08
0.02 -0.01 0.03
0.25 -0.01 -0.13
0.20 -0.09 0.05
-0.22 0.03 -0.27
0.06 -0.09 -0.53
-0.17 -0.09 0.16
-0.02 0.01 0.00
-0.01 0.09 -0.30
-0.18 -0.12 0.07
-0.31 -0.05 0.18
0.21 0.11 -0.19
0.24 0.06 0.01
-0.16 -0.10 -0.06
0.33 0.10 -0.34
-0.11 -0.14 0.42
0.21 0.02 0.20
0.01 0.01 -0.06
0.04 0.01 0.05
-0.14 -0.03 0.02